Below is the ion C7H9N2O with charge +1 at a distorted geometry, with properties calculated with ωB97M-V/def2-TZVPD.

Values from the calculation:
* relative energy (zero: lowest compared OMol25 entry of this formula, charge and spin): 119.8 kcal/mol
* LUMO level: -7.1 eV
* spin multiplicity: 1
* orbital gap: 6.98 eV
* M: 137.162 g/mol
* calculated total energy: -12421.0124 eV
* charge: +1

Geometry (Å):
O -0.660 2.616 -1.568
N -0.373 1.867 -0.697
C -0.667 2.165 0.643
N 0.059 1.518 1.433
C 0.803 0.508 0.751
C 0.642 -0.814 1.399
C 0.215 -1.886 0.764
C 0.050 -1.823 -0.696
C -0.689 -0.507 -1.041
C 0.381 0.684 -0.695
H -1.426 2.938 1.063
H 1.855 0.719 0.878
H 0.667 -0.630 2.551
H 0.009 -2.775 1.257
H 1.001 -1.934 -1.239
H -0.565 -2.671 -0.835
H -0.939 -0.322 -2.059
H -1.495 -0.458 -0.381
H 1.132 0.806 -1.526

Atoms 1-3, force components in eV/Å:
O 0.0375 -0.5163 -0.8683
N -0.7972 1.6854 0.4157
C -1.8937 2.1510 3.0497

=====

Below is the ion C7H9N2O5P with charge -2 at a distorted geometry, with properties calculated with ωB97M-V/def2-TZVPD.

Values from the calculation:
* relative energy (zero: lowest compared OMol25 entry of this formula, charge and spin): 20.3 kcal/mol
* LUMO level: 6.0 eV
* spin multiplicity: 1
* orbital gap: 4.01 eV
* M: 232.132 g/mol
* calculated total energy: -29909.3355 eV
* charge: -2

Geometry (Å):
C 1.945 -2.306 -0.320
C 1.426 -1.111 -0.666
C 1.566 -2.863 0.902
C 0.461 -1.060 1.596
C -2.049 -0.241 -1.372
C 0.322 2.870 -0.732
C -0.272 0.685 -0.022
N 0.232 -0.697 0.142
N 1.086 -2.098 1.929
O -0.946 2.348 2.285
O 0.170 -0.050 2.399
O -2.357 0.310 1.679
O -1.246 0.858 -1.034
O 0.749 1.561 -0.430
P -0.996 0.984 1.687
H 2.575 -2.837 -1.009
H 2.021 -0.359 -1.054
H 1.930 -3.891 1.324
H -1.975 -0.398 -2.373
H -3.224 -0.232 -1.251
H -1.779 -1.092 -0.813
H -0.202 2.761 -1.763
H 1.056 3.512 -0.974
H -0.496 3.349 -0.134

Atoms 1-3, force components in eV/Å:
C -0.5095 -1.6373 1.3673
C -2.2874 0.7907 0.3529
C 1.5047 -3.7400 0.0598

=====

Below is the molecule C7H9N3, with properties calculated with ωB97M-V/def2-TZVPD.

Values from the calculation:
* relative energy (zero: lowest compared OMol25 entry of this formula, charge and spin): 49.1 kcal/mol
* LUMO level: 0.6 eV
* spin multiplicity: 1
* orbital gap: 10.62 eV
* M: 135.170 g/mol
* calculated total energy: -11873.3613 eV
* charge: 0

Geometry (Å):
C -2.365 -0.428 -0.504
C -1.234 -0.706 -1.151
C -0.193 0.330 -1.520
C 0.973 0.484 -0.500
C 1.884 -0.655 -0.676
N 2.606 -1.544 -0.763
C 0.467 0.531 0.972
N 0.351 -0.807 1.547
C 1.398 1.336 1.782
N 2.026 1.992 2.485
H -3.215 -1.095 -0.584
H -2.509 0.470 0.087
H -1.003 -1.729 -1.424
H -0.682 1.285 -1.694
H 0.273 -0.025 -2.438
H 1.540 1.381 -0.753
H -0.498 1.033 0.946
H 0.961 -0.939 2.340
H -0.606 -1.007 1.798

Atoms 1-3, force components in eV/Å:
C 0.0040 -0.2583 -0.2992
C 0.0948 0.3436 0.3822
C 0.2926 -0.5779 0.6647

=====

Below is the molecule C7H9N3 at a distorted geometry, with properties calculated with ωB97M-V/def2-TZVPD.

Values from the calculation:
* relative energy (zero: lowest compared OMol25 entry of this formula, charge and spin): 127.5 kcal/mol
* LUMO level: 0.7 eV
* spin multiplicity: 1
* orbital gap: 7.61 eV
* M: 135.170 g/mol
* calculated total energy: -11869.9606 eV
* charge: 0

Geometry (Å):
C 1.705 0.318 -0.726
C 2.065 0.706 -1.917
C -0.440 -1.369 -0.219
C -2.024 -1.084 1.201
C -1.194 0.044 1.296
C 2.629 0.901 -3.097
C -1.339 1.179 2.187
N 0.608 0.817 -0.086
N -0.173 -0.152 0.346
N -1.602 -1.917 0.238
H 2.421 -0.120 -0.086
H -2.733 -1.386 1.997
H -0.027 -1.663 -1.149
H 3.159 1.715 -3.574
H 2.740 0.141 -3.786
H -0.612 1.306 3.125
H -2.389 1.321 2.411
H -1.077 2.108 1.671
H -1.716 -2.866 0.169

Atoms 1-3, force components in eV/Å:
C 0.2351 1.2449 -0.8061
C 1.5922 0.1548 -1.8578
C 0.9491 0.9584 -0.6015

=====

Below is a cluster of 2 separate species, C7H9N3O2 in total at a distorted geometry, with properties calculated with ωB97M-V/def2-TZVPD.

Values from the calculation:
* relative energy (zero: lowest compared OMol25 entry of this formula, charge and spin): 97.5 kcal/mol
* LUMO level: 0.6 eV
* spin multiplicity: 1
* orbital gap: 8.81 eV
* M: 167.168 g/mol
* calculated total energy: -15966.6916 eV
* charge: 0

Geometry (Å):
C -1.685 -1.459 0.575
C -0.407 -0.816 -0.018
C 0.513 -1.691 -0.537
C 1.635 -1.183 -1.086
C 2.009 0.203 -0.978
O 3.045 0.703 -1.456
N 1.025 0.989 -0.511
C 1.280 2.423 -0.388
C -0.176 0.508 -0.077
H -1.453 -2.508 0.805
H -1.834 -1.052 1.560
H -2.605 -1.523 -0.150
H 0.226 -2.784 -0.529
H 2.408 -1.797 -1.537
H 1.930 2.755 0.453
H 2.062 2.649 -1.213
H 0.303 3.061 -0.203
H -1.010 1.083 0.359
N 2.895 -0.149 0.961
N 3.838 -0.672 1.249
O 4.879 -1.092 1.507

Atoms 1-3, force components in eV/Å:
C -0.1137 -0.4200 -1.4113
C -2.6650 -0.5212 0.8467
C 0.9306 -1.9017 -1.0908

=====

Below is a structure of composition C7H9N3O2 at a distorted geometry, with properties calculated with ωB97M-V/def2-TZVPD.

Values from the calculation:
* relative energy (zero: lowest compared OMol25 entry of this formula, charge and spin): 141.9 kcal/mol
* LUMO level: 0.6 eV
* spin multiplicity: 1
* orbital gap: 9.59 eV
* M: 167.168 g/mol
* calculated total energy: -15964.7642 eV
* charge: 0

Geometry (Å):
C -0.117 0.222 1.722
C -0.713 -0.727 0.935
C -0.204 -0.677 -0.470
C -0.356 -1.589 -1.414
C 0.101 -1.343 -2.636
C 1.012 -0.235 -2.869
C -0.345 1.671 1.370
H 1.928 -0.172 2.808
H 1.699 0.930 0.862
H -0.443 0.202 2.848
H -1.825 -0.569 0.782
H -0.783 -1.722 1.496
H -1.204 -2.272 -1.121
H -0.073 -1.949 -3.413
H 1.529 -0.059 -3.872
H -1.972 2.832 1.411
N 1.358 -0.142 1.595
N 1.109 0.692 -1.839
N 0.535 0.411 -0.713
O -1.745 1.911 1.253
O 0.511 2.582 1.263

Atoms 1-3, force components in eV/Å:
C 3.9800 3.3068 5.2724
C -5.7668 -4.5519 -2.5522
C 2.6136 2.0630 1.9810